Molecular formula: H8O4
Method: DFT, ωB97M-V/def2-TZVPD

The calculation puts the orbital gap at 9.555 eV. The spin multiplicity is 1. For the HOMO energy, the calculation gives -0.340 Eh. The total energy comes out at -8317.3507 eV. Its LUMO energy is 0.307 eV. The value obtained for the relative energy (zero: lowest compared OMol25 entry of this formula, charge and spin) is 3.3254 eV. Its SMILES is O.O.O.O.

Geometry (Å):
O -0.57350 -0.42336 -0.86830
H -0.77749 -1.03229 -0.14956
H 0.28421 -0.72123 -1.19171
O 0.15498 -0.75828 1.73969
H -0.19156 -0.50912 2.60388
H -0.49289 -1.38542 1.39916
O -1.52998 0.25437 1.37583
H -1.65953 0.35299 0.42584
H -2.21822 -0.36512 1.64331
O 2.39846 1.87638 -2.14834
H 2.40780 1.68304 -3.09255
H 2.19772 1.02804 -1.73723

Molecular formula: C26H32N2O2
Method: DFT, ωB97M-V/def2-TZVPD

The calculation puts the orbital gap at 9.729 eV. The spin multiplicity is 1. For the HOMO energy, the calculation gives -0.330 Eh. The total energy comes out at -34558.6411 eV. Its LUMO energy is 0.753 eV. The value obtained for the relative energy (zero: lowest compared OMol25 entry of this formula, charge and spin) is 0.1286 eV. Its SMILES is O=C(NCC1(c2ccccc2)CCCC1)C(=O)NCC1(c2ccccc2)CCCC1.

Geometry (Å):
O -0.77905 -0.25051 1.53873
C -0.90810 -0.72720 0.42418
N -1.92122 -1.48900 -0.00773
C -3.19539 -1.54684 0.65670
C -4.17593 -0.47782 0.10693
C -3.45464 0.85041 0.16988
C -2.68163 1.29334 -0.89854
C -1.93589 2.45521 -0.80268
C -1.94828 3.19669 0.36430
C -2.71718 2.76893 1.43224
C -3.45813 1.60569 1.33689
C -4.66280 -0.85185 -1.30232
C -5.76731 -1.89401 -1.09390
C -6.29443 -1.67638 0.33519
C -5.48424 -0.51107 0.91268
C 0.14284 -0.50778 -0.66605
O 0.02237 -0.99055 -1.78199
N 1.12828 0.28237 -0.24380
C 2.23473 0.73202 -1.04923
C 3.59694 0.59716 -0.34631
C 3.91666 -0.82950 0.06436
C 3.17988 -1.92644 -0.36609
C 3.53164 -3.21239 0.01085
C 4.63518 -3.43486 0.81231
C 5.39831 -2.35504 1.22085
C 5.04363 -1.07300 0.84710
C 4.70269 1.10494 -1.31707
C 5.46761 2.19633 -0.56852
C 4.41377 2.80206 0.35037
C 3.63719 1.58394 0.84868
H -1.86399 -1.74596 -0.98688
H -3.00430 -1.34929 1.71439
H -3.61798 -2.54610 0.54134
H -2.64579 0.72922 -1.81797
H -1.33603 2.77251 -1.64371
H -1.35979 4.09918 0.44347
H -2.73046 3.33711 2.35076
H -4.03310 1.27898 2.18916
H -5.07499 0.04057 -1.77615
H -3.86817 -1.23691 -1.93960
H -5.36740 -2.90233 -1.20396
H -6.55644 -1.77642 -1.83527
H -6.14949 -2.57391 0.93671
H -7.35969 -1.44982 0.34000
H -6.01421 0.42977 0.75629
H -5.31345 -0.63560 1.98051
H 1.05419 0.58140 0.72183
H 2.08595 1.79022 -1.29918
H 2.21018 0.15749 -1.97834
H 2.32580 -1.80846 -1.01034
H 2.93535 -4.04499 -0.33286
H 4.90583 -4.43802 1.10668
H 6.27655 -2.51097 1.83075
H 5.66917 -0.25186 1.16344
H 5.35560 0.29185 -1.63161
H 4.24070 1.52523 -2.21122
H 5.90617 2.92776 -1.24601
H 6.27182 1.75973 0.02487
H 3.75754 3.45950 -0.22277
H 4.84601 3.37939 1.16651
H 4.14998 1.13728 1.69896
H 2.63693 1.85855 1.18214

Molecular formula: C21H35F16N4O3PS
Method: DFT, ωB97M-V/def2-TZVPD

The calculation puts the orbital gap at 1.356 eV. The spin multiplicity is 1. For the HOMO energy, the calculation gives -0.100 Eh. The total energy comes out at -98044.2894 eV. Its LUMO energy is -1.367 eV. The value obtained for the relative energy (zero: lowest compared OMol25 entry of this formula, charge and spin) is 0.0000 eV.

Geometry (Å):
N 4.11872 1.77319 1.12302
P 4.57954 1.26733 -0.45856
O 6.07611 1.90593 -0.67504
C 3.55481 2.37605 -1.55506
C 2.05520 2.14100 -1.39053
C 1.70940 0.68564 -1.14939
C 0.21585 0.41350 -1.12918
C -0.37940 0.51385 0.27366
F 0.49222 1.02312 1.18333
F -0.65978 -0.73397 0.66151
C -1.71542 1.30013 0.31034
F -2.44674 1.05734 -0.78392
F -2.42422 0.87401 1.36960
C -1.48778 2.83368 0.53207
F -1.31797 3.00059 1.85448
F -0.34801 3.25756 -0.04507
C -2.70585 3.72855 0.15455
F -2.69435 4.80802 0.95174
F -3.85174 3.07824 0.37191
S -2.67357 4.39732 -1.64798
F -3.97156 3.63252 -2.04167
F -3.56046 5.62386 -1.22996
F -1.38090 5.23607 -1.30710
F -1.80383 3.18098 -2.13187
F -2.59363 4.96950 -3.09551
N 1.29640 2.66018 -2.52450
C 1.90562 3.81639 -3.17116
C 2.61826 4.63637 -2.14470
N 3.78602 3.89876 -1.52806
C 4.00474 4.49252 -0.19345
O 5.38939 4.49302 0.06049
C 5.75855 4.88047 1.31140
F 5.72248 3.85938 2.17357
F 4.96403 5.84468 1.78191
F 7.00983 5.32929 1.23448
H 3.54389 1.05107 1.53682
H 4.96097 1.84602 1.67793
H 6.37121 2.34717 0.12490
H 3.81453 2.06208 -2.55833
H 1.73928 2.68483 -0.50218
H 2.14634 0.09596 -1.94979
H 2.15801 0.29948 -0.25117
H -0.34458 1.04242 -1.80277
H 0.05187 -0.59839 -1.46280
H 1.19310 1.89842 -3.18120
H 1.14737 4.42911 -3.63863
H 2.57931 3.50405 -3.96713
H 1.91033 4.89440 -1.37411
H 3.00831 5.53483 -2.59513
H 4.59774 4.09168 -2.11300
H 3.66954 5.51787 -0.24524
H 3.40612 4.00485 0.56038
C -4.32770 -3.61602 0.79842
C -3.05763 -4.05133 1.55502
C -3.44349 -5.08442 2.61992
C -3.81227 -6.46465 2.06965
C -3.09568 -6.78433 0.74760
C -1.80676 -5.98611 0.51090
N -2.12057 -4.57338 0.54941
O -1.01080 -3.75816 0.32025
C -1.32982 -6.31648 -0.90087
C -0.71691 -6.43280 1.49948
C -2.50346 -2.84059 2.27536
H -4.07402 -2.85898 0.05438
H -5.08017 -3.18849 1.47736
H -4.78647 -4.45687 0.27678
H -2.60744 -5.19991 3.31472
H -4.26966 -4.69531 3.22500
H -3.56054 -7.21889 2.82033
H -4.89326 -6.54091 1.92497
H -2.88352 -7.85675 0.70164
H -3.77564 -6.58367 -0.08536
H -2.05035 -5.95702 -1.63690
H -1.22142 -7.40005 -1.02620
H -0.36719 -5.85177 -1.10881
H -0.51736 -7.50501 1.39209
H -0.99612 -6.25362 2.53916
H 0.21289 -5.89848 1.30483
H -3.24115 -2.43508 2.97726
H -2.25656 -2.06270 1.56236
H -1.60220 -3.08912 2.83733

Molecular formula: C3H3N2O3P
Method: DFT, ωB97M-V/def2-TZVPD

The calculation puts the orbital gap at 6.121 eV. The spin multiplicity is 1. The charge is -2. For the HOMO energy, the calculation gives 0.020 Eh. The total energy comes out at -21572.0527 eV. Its LUMO energy is 6.662 eV. The value obtained for the relative energy (zero: lowest compared OMol25 entry of this formula, charge and spin) is 0.8021 eV. Its SMILES is O=P([O-])([O-])c1ccn[nH]1.

Geometry (Å):
O -0.56629 -2.54476 1.27667
P 0.36624 -1.36613 1.44936
O 1.82687 -1.61048 1.24250
O 0.16725 -0.43093 2.64880
C 0.02538 -0.14178 0.04967
C -0.05387 -0.14145 -1.39811
C -0.36257 1.18187 -1.71632
N -0.39675 1.98428 -0.63988
N -0.06700 1.15438 0.40053
H -0.06363 -1.11340 -1.84911
H -0.52093 1.62893 -2.79105
H -0.35470 1.39948 1.32695